Entry 1:
A cluster of 9 separate species, C64H64BF14N6O7 in total in a non-equilibrium geometry, computed with the ωB97M-V functional and the def2-TZVPD basis.

Last column: Mulliken charge in e.
CARTESIAN COORDINATES (ANGSTROEM)
C 0.18781 -0.74077 3.81478  -0.59
B -0.95287 -0.94657 2.70343  0.00
O -2.24903 -1.01838 3.19039  -0.46
C -0.65285 -1.15283 1.08667  -0.69
N -1.95030 -1.24535 0.36117  1.00
C -2.66074 0.00138 0.25917  0.01
O -2.72567 0.55856 -0.79635  -0.29
F -3.31288 0.56314 1.28762  -0.13
C -1.86193 -1.76330 -0.99245  0.26
O -2.81317 -2.29850 -1.45989  -0.49
F -0.72976 -1.71797 -1.72354  -0.14
N 0.29092 -2.28393 0.91025  2.06
C -0.00933 -3.57447 1.54423  -0.91
C -1.36094 -4.27309 1.13655  -0.23
C -2.59466 -3.90765 2.00703  -0.99
O -1.08265 -5.67077 1.43248  -0.58
C 1.53582 -1.67536 0.95495  -1.56
N 2.77880 -2.09160 0.94333  0.85
C 3.93470 -1.15185 0.96708  -0.79
C 4.18304 -0.48004 -0.42367  0.81
O 4.91495 -1.39637 -1.23209  -0.57
C 4.96395 0.86686 -0.30557  -0.99
N 4.00515 1.95940 0.02854  -0.41
C 3.08152 -3.54381 0.95090  -1.69
C 2.97477 -4.34317 -0.39155  0.35
O 4.27918 -4.55131 -0.94922  -0.60
C 2.08202 -3.78664 -1.52543  0.29
F 2.25070 -2.49615 -1.84147  -0.15
F 0.77507 -4.10061 -1.29044  -0.31
F 2.39024 -4.48295 -2.65899  -0.16
N 1.45217 -0.25060 0.98324  0.95
C 0.07044 0.16405 0.71354  0.50
F 0.14347 0.55375 -0.63739  -0.49
N -0.17978 1.36725 1.51705  -0.42
C -0.41926 2.30696 0.70435  0.31
O -0.71522 3.30093 0.19979  -0.32
H -0.19447 -0.98912 4.83345  0.57
H 1.10233 -1.35843 3.65410  0.04
H 0.42589 0.35087 3.85258  0.08
H -2.26806 -1.51501 4.02351  0.28
H 0.16424 -3.62622 2.64869  0.38
H 0.71482 -4.31151 1.12929  0.08
H -1.53307 -4.25096 0.03991  0.52
H -3.23763 -3.10003 1.61092  0.21
H -3.23416 -4.81237 2.11421  0.46
H -2.27268 -3.65021 3.04068  0.08
H -1.61521 -6.19930 0.81726  0.44
H 3.82628 -0.38501 1.77897  -0.43
H 4.88740 -1.67338 1.20022  0.74
H 3.18101 -0.25884 -0.86414  -0.07
H 5.02508 -1.02109 -2.11838  0.43
H 5.82488 0.79874 0.39327  0.15
H 5.36232 1.09716 -1.32214  0.55
H 4.18240 2.71358 -0.63065  0.27
H 4.20824 2.27004 0.97814  0.18
H 2.52597 -3.99583 1.80374  0.72
H 4.14183 -3.64955 1.27407  0.79
H 2.59281 -5.36672 -0.14715  0.53
H 4.74561 -5.09643 -0.29384  0.45
H 1.80221 0.19962 1.82754  0.14
F 3.10576 -11.06665 -3.27095  -0.31
C 3.02645 -9.75155 -3.53106  0.24
C 3.27413 -8.84599 -2.51605  -0.47
C 3.19656 -7.48600 -2.78737  0.15
C 2.86314 -7.04881 -4.06325  -0.62
C 2.61309 -7.97159 -5.07154  -0.44
C 2.69977 -9.33210 -4.80702  -0.46
H 3.52504 -9.20651 -1.52613  0.42
H 3.39644 -6.76613 -2.00429  0.24
H 2.79973 -5.99051 -4.27277  0.47
H 2.34988 -7.63143 -6.06523  0.38
H 2.51646 -10.06534 -5.58204  0.42
F 2.88846 5.17713 -5.13953  -0.43
C 1.73962 4.62294 -4.70135  0.21
C 0.96177 3.89261 -5.58085  -0.33
C -0.21712 3.31677 -5.12535  -0.17
C -0.60733 3.48728 -3.80259  -0.80
C 0.18419 4.22944 -2.93190  0.00
C 1.36844 4.79697 -3.38167  -1.01
H 1.27841 3.77794 -6.60978  0.55
H -0.83188 2.73533 -5.80166  0.21
H -1.53035 3.03953 -3.45045  0.90
H -0.12126 4.36525 -1.90343  0.36
H 2.00239 5.37039 -2.71671  0.49
F 4.86390 0.80466 2.97270  -0.31
C 4.79461 0.34105 4.24545  0.37
C 5.71502 -0.59626 4.67254  -0.36
C 5.64404 -1.06672 5.97725  -0.52
C 4.64989 -0.60176 6.83041  -0.52
C 3.72926 0.33763 6.38284  -0.65
C 3.80391 0.81793 5.08196  -0.27
H 6.47791 -0.95129 3.99021  0.47
H 6.36361 -1.79536 6.32832  0.40
H 4.59418 -0.97255 7.84634  0.41
H 2.95317 0.69714 7.04675  0.43
H 3.10092 1.55776 4.71748  0.52
F -1.31287 2.23083 5.30525  -0.29
C -2.64792 2.32621 5.11928  0.00
C -3.20458 1.79988 3.96904  0.51
C -4.57649 1.89130 3.77642  -0.42
C -5.37012 2.51663 4.73178  -0.73
C -4.79342 3.04439 5.88082  -0.49
C -3.42310 2.94432 6.08010  -0.48
H -2.56792 1.32676 3.23834  0.13
H -5.02679 1.47697 2.88335  0.45
H -6.44017 2.59190 4.57934  0.43
H -5.41123 3.53418 6.62271  0.46
H -2.95748 3.34154 6.97266  0.46
F 7.89338 2.29028 -6.86421  -0.31
C 6.58493 2.34658 -7.17050  0.30
C 6.11662 1.64629 -8.26665  -0.49
C 4.76486 1.70150 -8.57859  -0.41
C 3.90196 2.46249 -7.79831  -0.36
C 4.38770 3.16561 -6.70165  0.43
C 5.73804 3.10322 -6.38200  -0.72
H 6.80593 1.06574 -8.86666  0.42
H 4.38453 1.15166 -9.43052  0.38
H 2.84809 2.50674 -8.04719  0.31
H 3.71679 3.76393 -6.09313  0.05
H 6.13513 3.63696 -5.52735  0.44
F -3.70008 2.30415 -7.67752  -0.35
C -3.73867 1.73433 -6.46158  0.49
C -2.79395 0.77923 -6.13288  -0.59
C -2.83140 0.19452 -4.87368  -0.22
C -3.81655 0.56326 -3.96532  -0.43
C -4.76183 1.52119 -4.31184  -0.56
C -4.72111 2.11576 -5.56617  -0.43
H -2.03938 0.49949 -6.85764  0.43
H -2.09236 -0.54924 -4.60100  0.41
H -3.84569 0.10299 -2.98613  0.36
H -5.53111 1.80601 -3.60478  0.41
H -5.44340 2.87012 -5.85139  0.48
F -4.44832 1.80743 8.61787  -0.22
C -5.56073 1.18267 9.05233  0.26
C -6.40212 0.58567 8.13206  -0.11
C -7.54582 -0.06180 8.58088  -0.45
C -7.83783 -0.09512 9.93912  -0.50
C -6.98421 0.51382 10.85066  -0.39
C -5.83446 1.15310 10.40656  -0.50
H -6.16094 0.62961 7.07702  0.41
H -8.20960 -0.53972 7.87124  0.36
H -8.73255 -0.59691 10.28683  0.37
H -7.21409 0.49117 11.90849  0.36
H -5.15312 1.62598 11.10260  0.41
F -4.05171 7.14625 -5.31925  -0.31
C -4.09663 6.75782 -4.03442  0.26
C -3.14737 5.86985 -3.56344  -0.37
C -3.19236 5.47278 -2.23377  0.32
C -4.18924 5.95889 -1.39578  -0.69
C -5.13886 6.84718 -1.88540  -0.38
C -5.09081 7.25465 -3.21182  -0.52
H -2.38343 5.49596 -4.23347  0.46
H -2.45034 4.78344 -1.85056  0.00
H -4.22504 5.64447 -0.35930  0.44
H -5.91779 7.22303 -1.23374  0.37
H -5.81687 7.95256 -3.60905  0.43

E_HOMO: -10.480 eV
Electronic energy: -4755.1188 Ha
Net charge: +1
Maximum force: 0.075 hartree/bohr
Frontier orbital gap: 7.3777 eV

***

Entry 2:
The ion C5H7ClNOS with charge +1 in a non-equilibrium geometry, computed with the ωB97M-V functional and the def2-TZVPD basis.

Last column: Mulliken charge in e.
CARTESIAN COORDINATES (ANGSTROEM)
C 0.94034 -1.45155 1.10414  -0.87
C 0.91018 -0.42270 1.99563  0.62
C 0.30614 -1.24560 -0.10693  0.56
C 0.47888 0.98174 -1.30678  -1.06
C -1.58668 0.47949 -0.39061  -0.95
N -0.11313 0.31364 -0.18342  0.13
O -0.00528 -1.88577 -1.02773  -0.38
S 0.23094 1.04963 1.40560  -0.02
Cl 1.50429 -0.54484 3.60906  -0.06
H 1.34826 -2.37840 1.22421  0.52
H 0.41746 2.07332 -1.15475  0.38
H 1.49087 0.95558 -1.28984  0.49
H 0.25615 0.48491 -2.23158  0.42
H -1.81814 1.39513 -0.85552  0.42
H -2.06213 -0.08817 -1.18750  0.41
H -2.29815 0.28360 0.39601  0.39

E_HOMO: -14.260 eV
ΔE to the lowest compared entry with this formula, charge and spin: 21.8 kcal per mole
Electronic energy: -1182.7586 Ha
Net charge: +1
Maximum force: 0.072 hartree/bohr
Frontier orbital gap: 9.2814 eV
Structure (SMILES): C[N+]1(C)SC(Cl)=CC1=O

***

Entry 3:
A structure of composition C60H51BrIrN8O4P2Se2 in a non-equilibrium geometry, computed with the ωB97M-V functional and the def2-TZVPD basis.

Last column: Mulliken charge in e.
CARTESIAN COORDINATES (ANGSTROEM)
Ir -0.41140 0.12809 -0.41536  2.75
Se -0.98986 2.66839 5.40613  -0.42
P 0.58009 1.26714 5.29763  0.44
C 0.36026 -0.21225 6.32104  0.55
C 1.13848 -1.34749 6.10062  0.07
C 0.97829 -2.46271 6.90637  -0.75
C 0.03812 -2.44930 7.93130  -0.58
C -0.74556 -1.32477 8.14072  -0.63
C -0.58628 -0.20328 7.33387  -0.90
C 2.11965 2.02490 5.90945  0.78
C 2.36247 3.37116 5.63619  -0.48
C 3.45165 4.01355 6.20432  -0.84
C 4.28609 3.32744 7.07956  -0.54
C 4.03574 1.99609 7.37123  -0.87
C 2.96155 1.34015 6.78419  -0.13
C 0.63208 0.54630 3.61169  1.30
C 1.18132 0.72977 2.35082  -1.60
N 0.41734 -0.07605 1.52728  0.99
N -0.49604 -0.71185 2.26928  0.33
N -0.39822 -0.35073 3.49252  -1.12
P 2.80716 1.46216 1.94875  0.12
Se 3.82595 0.98383 0.15174  -0.27
C 2.62624 3.23890 2.18193  0.86
C 1.36815 3.80038 2.38286  -0.29
C 1.24239 5.17664 2.52412  -0.74
C 2.36804 5.98424 2.47593  -0.55
C 3.62179 5.42619 2.24181  -0.95
C 3.75081 4.05704 2.06977  -0.53
C 3.88848 0.73279 3.21894  0.32
C 3.78992 -0.64527 3.41480  -0.22
C 4.64759 -1.28888 4.29138  -0.40
C 5.63466 -0.56766 4.95321  -0.74
C 5.75703 0.79406 4.72976  -0.64
C 4.88244 1.44808 3.87190  -0.25
H 1.86480 -1.35763 5.29543  0.20
H 1.58622 -3.34312 6.73817  0.45
H -0.08325 -3.31874 8.56581  0.39
H -1.48293 -1.31659 8.93347  0.41
H -1.20084 0.67681 7.47783  0.38
H 1.67923 3.92181 5.00666  0.39
H 3.62842 5.05947 5.98545  0.45
H 5.12280 3.83646 7.54318  0.39
H 4.67024 1.46386 8.06947  0.43
H 2.77425 0.30334 7.02415  0.40
H 0.48669 3.17275 2.41988  0.42
H 0.26244 5.61146 2.67524  0.44
H 2.27071 7.05582 2.60095  0.41
H 4.49659 6.06134 2.17851  0.44
H 4.70872 3.62285 1.81226  0.53
H 3.04952 -1.21674 2.86565  0.41
H 4.55360 -2.35668 4.44866  0.47
H 6.30911 -1.06998 5.63581  0.39
H 6.53623 1.35854 5.22617  0.44
H 4.97873 2.51454 3.72396  0.26
O 0.31674 -2.49746 -3.48433  -0.68
C -0.57679 -1.68736 -3.40558  -0.65
N -1.62140 -1.56892 -4.28845  0.25
C -2.59693 -0.56598 -3.89413  3.11
C -1.88270 -0.04601 -2.65712  -0.52
O -2.23416 0.84278 -1.88312  -0.69
N -0.74390 -0.68003 -2.43673  0.19
C -2.75738 0.56912 -4.91379  -0.49
C -2.18091 0.48984 -6.17361  -0.43
C -2.35029 1.52421 -7.08816  -0.94
C -3.09517 2.64130 -6.74596  -0.44
C -3.66119 2.72760 -5.47907  -1.00
C -3.49871 1.69636 -4.56926  -0.13
C -3.96352 -1.18750 -3.58307  -0.08
C -4.49636 -2.11163 -4.47709  -0.43
C -5.74047 -2.67734 -4.24675  -1.04
C -6.47090 -2.31856 -3.11990  -0.50
C -5.94930 -1.39258 -2.23080  -1.04
C -4.69990 -0.82606 -2.45992  0.10
H -1.80512 -2.30242 -4.94892  0.29
H -1.59250 -0.37607 -6.44759  0.38
H -1.89195 1.45473 -8.06698  0.41
H -3.23038 3.44409 -7.45981  0.39
H -4.22876 3.60545 -5.19700  0.41
H -3.93771 1.77191 -3.58242  0.41
H -3.95025 -2.38507 -5.37380  0.36
H -6.14564 -3.39210 -4.95224  0.41
H -7.44396 -2.75964 -2.94292  0.41
H -6.51593 -1.10345 -1.35444  0.42
H -4.30152 -0.10328 -1.75953  0.65
C 3.49126 -2.26430 -3.17498  -0.97
N 2.67658 -1.95252 -2.01129  0.51
C 2.32081 -2.83094 -1.00934  -1.06
C 1.44750 -2.17832 -0.21045  -0.57
N 1.27650 -0.91019 -0.72383  0.51
C 2.01258 -0.81981 -1.81746  -1.23
H 4.27572 -2.96150 -2.89444  0.37
H 3.93621 -1.35013 -3.55858  0.34
H 2.85937 -2.70744 -3.94185  0.32
H 2.71955 -3.82865 -0.95363  0.57
H 0.95180 -2.49314 0.69283  0.70
H 2.09094 0.05463 -2.44171  0.57
C -0.55035 -8.01742 -0.09446  -1.55
C -1.36878 -7.16159 0.84234  1.11
C -1.78649 -7.69200 2.05886  -0.91
C -2.52384 -6.92651 2.94654  -0.96
C -2.85461 -5.61955 2.63158  -0.68
C -2.46073 -5.08225 1.41052  0.29
N -2.72735 -3.74985 1.05214  0.29
C -3.74415 -2.91156 1.46365  0.53
C -4.94651 -3.39537 1.99480  -0.58
C -5.95078 -2.52927 2.38186  -0.65
C -5.80282 -1.15106 2.25237  -0.95
C -4.64626 -0.66135 1.68705  -0.67
C -3.62011 -1.51927 1.28083  -0.21
C -2.44714 -0.92013 0.64827  1.90
O -2.22649 0.32071 0.71994  -1.06
O -1.62576 -1.60592 -0.03410  -1.25
C -1.71498 -5.85038 0.50471  0.69
C -1.32155 -5.24012 -0.81974  -1.77
H -0.31298 -8.97129 0.37421  0.39
H 0.38743 -7.52761 -0.36434  0.31
H -1.09273 -8.22475 -1.02006  0.35
H -1.51870 -8.71021 2.31560  0.33
H -2.82824 -7.34425 3.89813  0.41
H -3.37591 -5.00121 3.34907  0.69
H -2.03515 -3.28608 0.48891  -0.13
H -5.10155 -4.46244 2.05566  0.67
H -6.86903 -2.93537 2.78918  0.41
H -6.58561 -0.47708 2.57334  0.44
H -4.50519 0.40196 1.54391  0.52
H -2.15788 -4.68807 -1.25437  0.36
H -1.01075 -5.99888 -1.53400  0.46
H -0.49198 -4.53095 -0.70983  0.29
Br 0.63969 2.28421 -0.70207  -0.43

E_HOMO (spin up / spin down): -7.384 / -7.372 eV
ΔE to the lowest compared entry with this formula, charge and spin: 0.0 kcal per mole
Electronic energy: -11220.0486 Ha
2S+1: 2
Maximum force: 0.066 hartree/bohr
Frontier orbital gap (spin up / spin down): 6.5428 / 5.3926 eV

***

Entry 4:
A structure of composition C13H31O15P3Pt in a non-equilibrium geometry, computed with the ωB97M-V functional and the def2-TZVPD basis.

Last column: Mulliken charge in e.
CARTESIAN COORDINATES (ANGSTROEM)
Pt -0.23828 0.55382 -2.72834  3.93
O 2.04830 3.54542 -4.65050  -0.57
C 1.28578 2.55486 -4.60314  0.74
O 1.09131 2.06987 -3.49600  -0.77
O 0.66323 2.18222 -5.59131  -0.73
H 2.06557 3.40349 -3.70121  0.34
P -1.61839 -0.98167 -4.00413  0.56
O -2.44074 -1.73259 -5.12026  -0.94
O -1.77164 0.56571 -4.12152  -0.78
O -0.17145 -0.73960 -4.36891  -0.76
O -1.60631 -1.14416 -2.47803  -0.52
C 0.55526 1.95551 2.55191  -0.40
C 0.09184 3.03207 1.58349  -0.24
O -1.25792 2.76939 1.25617  -0.40
P -1.74421 1.55142 0.23672  0.32
O -0.99366 1.63219 -1.04720  -0.88
O -1.50481 0.18982 1.15382  0.00
C -1.78426 -1.10753 0.64278  0.56
C -2.20925 -2.03803 1.77974  -1.21
O -3.35603 1.74713 0.13761  -0.32
C -4.13847 1.76677 1.31558  0.07
C -5.59403 2.03832 1.07323  -1.40
H 0.29151 0.98977 2.12077  -0.17
H 1.63597 1.91582 2.68827  0.36
H 0.03133 2.06374 3.50159  0.31
H 0.22569 4.05341 1.93991  0.26
H 0.58322 3.00256 0.61099  0.12
H -2.54078 -1.08303 -0.14154  0.59
H -0.89068 -1.37838 0.08041  -0.43
H -1.36135 -2.08455 2.46311  0.12
H -3.03229 -1.59968 2.34416  0.36
H -2.32551 -3.07886 1.47767  0.33
H -3.97560 0.90884 1.96791  0.16
H -3.75186 2.65729 1.81117  0.20
H -5.91102 2.39712 2.05245  0.40
H -5.76065 2.94283 0.48826  0.33
H -6.22312 1.20915 0.74948  0.32
C 3.99410 1.77123 -0.60974  -1.12
C 3.88706 0.68001 0.46267  0.24
O 3.58174 -0.51903 -0.21338  -0.34
P 2.04349 -1.04189 -0.45322  -1.22
O 1.27675 -0.15268 -1.36772  -0.94
O 2.24720 -2.56826 -0.96684  -0.37
C 1.17085 -3.24957 -1.58417  0.31
C 0.23515 -4.03194 -0.57537  -0.76
O 1.47101 -1.22456 1.07181  0.33
C 2.15520 -2.10455 1.95703  -0.21
C 1.55736 -1.91226 3.35943  -1.17
H 3.10940 2.05858 -1.17792  0.12
H 4.33611 2.72233 -0.20165  0.43
H 4.70616 1.39167 -1.34254  0.31
H 4.76129 0.54551 1.09964  0.37
H 3.11289 0.89446 1.19940  -0.22
H 0.66175 -2.57249 -2.27008  -0.11
H 1.60010 -4.01322 -2.23277  0.32
H -0.64772 -4.42738 -1.07762  0.34
H 0.79544 -4.91214 -0.26007  0.41
H 0.04969 -3.45367 0.32979  -0.05
H 2.07664 -3.13659 1.61523  0.27
H 3.21150 -1.83784 1.99160  0.30
H 1.58266 -0.87499 3.69339  0.21
H 0.54321 -2.29886 3.46012  0.23
H 2.11410 -2.46260 4.11789  0.45

E_HOMO (spin up / spin down): 1.849 / 0.620 eV
Electronic energy: -2786.0158 Ha
Net charge: -2
2S+1: 3
Maximum force: 0.202 hartree/bohr
Frontier orbital gap (spin up / spin down): 1.9215 / 3.1381 eV